Record 1
The following is a DFT calculation (ωB97M-V with the def2-TZVPD basis set) of a cluster of 9 separate species, C37H106N9O11 in total.

As for the charge: +7. As for the lowest unoccupied orbital energy: -9.7 eV. The calculation puts the HOMO energy at -15.0 eV.

XYZ file:
```
163
C37H106N9O11, DFT ωB97M-V with the def2-TZVPD basis set
C -15.248 3.049 4.701
C -13.769 3.484 4.637
C -13.335 4.369 3.469
O -11.919 4.580 3.720
C -10.990 4.545 2.631
N -13.492 4.170 5.966
H -14.230 4.872 6.193
H -13.485 3.512 6.706
H -12.580 4.701 5.900
H -15.522 2.540 3.780
H -15.929 3.935 4.885
H -15.440 2.346 5.503
H -13.186 2.556 4.584
H -13.736 5.347 3.699
H -13.596 4.039 2.461
H -10.875 3.471 2.372
H -10.090 4.914 3.019
H -11.383 5.066 1.732
C -4.972 -5.149 3.040
C -4.804 -6.426 3.734
C -4.025 -7.494 2.991
O -2.835 -6.928 2.571
C -1.984 -7.738 1.657
N -3.841 -6.155 4.926
H -4.109 -5.333 5.408
H -3.749 -6.912 5.627
H -2.934 -5.987 4.484
H -5.110 -4.214 3.658
H -5.817 -5.333 2.382
H -4.060 -5.021 2.482
H -5.728 -6.789 4.192
H -4.678 -7.827 2.212
H -3.797 -8.304 3.712
H -1.665 -8.652 2.213
H -1.093 -7.103 1.405
H -2.450 -8.081 0.747
C 8.216 4.311 0.461
C 8.720 2.933 0.886
C 9.579 2.144 -0.210
O 9.942 0.935 0.307
C 8.979 -0.036 0.239
N 9.713 2.957 2.092
H 9.218 3.178 2.987
H 10.001 1.940 2.093
H 10.542 3.443 1.922
H 7.357 4.166 -0.195
H 8.981 4.784 -0.118
H 7.955 5.114 1.179
H 7.949 2.262 1.334
H 10.497 2.718 -0.405
H 9.090 2.031 -1.212
H 8.526 -0.250 1.204
H 9.423 -0.997 0.000
H 8.186 0.101 -0.430
C -4.572 -2.592 -5.903
N -4.527 -1.661 -7.079
C -4.852 -0.282 -6.559
C -3.059 -1.574 -7.659
C -5.479 -2.154 -8.156
C -5.553 -1.517 -9.513
O -4.267 -1.708 -10.125
H -5.594 -2.519 -5.518
H -4.004 -2.208 -5.091
H -4.344 -3.614 -6.202
H -4.575 0.375 -7.387
H -4.229 -0.084 -5.635
H -5.912 -0.257 -6.326
H -2.806 -2.514 -8.175
H -2.369 -1.353 -6.867
H -2.986 -0.800 -8.382
H -6.465 -2.264 -7.733
H -5.030 -3.156 -8.331
H -5.825 -0.446 -9.449
H -6.251 -2.046 -10.099
H -4.115 -1.059 -10.821
C 4.849 -3.507 -7.809
N 6.056 -3.556 -6.916
C 7.023 -2.567 -7.347
C 5.531 -3.240 -5.497
C 6.654 -4.949 -6.927
C 7.951 -5.145 -6.270
O 7.996 -4.844 -4.879
H 4.127 -4.290 -7.493
H 5.044 -3.868 -8.793
H 4.366 -2.535 -7.855
H 7.403 -2.972 -8.261
H 7.796 -2.409 -6.564
H 6.504 -1.591 -7.504
H 6.296 -3.553 -4.773
H 4.665 -3.851 -5.374
H 5.248 -2.181 -5.455
H 6.550 -5.322 -7.967
H 5.882 -5.526 -6.395
H 8.713 -4.544 -6.748
H 8.270 -6.197 -6.522
H 7.978 -5.666 -4.365
C 2.121 4.439 8.396
N 1.283 4.067 7.187
C 2.057 2.969 6.383
C 0.042 3.422 7.799
C 0.997 5.387 6.432
C 0.080 5.217 5.223
O -1.198 4.839 5.661
H 3.096 4.804 8.046
H 2.168 3.495 8.917
H 1.551 5.055 9.062
H 1.556 2.908 5.436
H 1.972 2.008 6.908
H 3.045 3.369 6.242
H -0.525 4.223 8.242
H 0.191 2.614 8.501
H -0.575 2.993 6.947
H 1.908 5.817 6.126
H 0.491 6.010 7.186
H 0.416 4.469 4.501
H 0.105 6.217 4.763
H -1.842 4.998 4.998
C -0.426 10.807 -4.861
N -0.613 9.281 -4.848
C 0.665 8.499 -5.030
C -1.177 8.787 -3.499
C -1.586 9.038 -5.953
C -2.007 7.548 -6.231
O -2.835 6.865 -5.307
H 0.399 10.917 -4.188
H -1.346 11.295 -4.454
H -0.273 11.158 -5.896
H 0.449 7.475 -4.684
H 1.457 8.863 -4.320
H 1.014 8.558 -6.022
H -2.174 9.185 -3.277
H -0.488 9.094 -2.727
H -1.268 7.715 -3.572
H -1.167 9.383 -6.887
H -2.463 9.600 -5.735
H -1.135 6.888 -6.376
H -2.498 7.503 -7.162
H -3.781 6.924 -5.575
C 6.559 -7.710 6.944
N 5.952 -7.641 5.573
C 6.783 -6.766 4.642
C 5.913 -8.995 5.046
C 4.524 -7.089 5.603
C 4.063 -6.401 6.926
O 4.879 -5.297 7.151
H 5.870 -8.181 7.631
H 6.666 -6.675 7.231
H 7.482 -8.251 6.899
H 6.564 -5.799 5.009
H 6.390 -6.846 3.647
H 7.861 -6.947 4.868
H 5.428 -9.078 4.073
H 5.475 -9.642 5.732
H 6.937 -9.301 4.910
H 3.906 -7.966 5.399
H 4.378 -6.422 4.727
H 4.092 -7.073 7.804
H 2.975 -6.153 6.822
H 4.604 -4.511 7.679
N -2.361 0.044 -1.375
O -1.774 0.457 -2.328
O -2.790 -1.176 -1.434
O -2.562 0.686 -0.344
```

***

Record 2
The following is a DFT calculation (ωB97M-V with the def2-TZVPD basis set) of a cluster of 10 separate species, C37H108F3N9O12S in total.

The value obtained for the energy above the lowest of the compared OMol25 structures with the same formula, charge and spin is 0.0 kcal per mole. As for the charge: +8. As for the lowest unoccupied orbital energy: -11.0 eV. The calculation puts the HOMO energy at -18.5 eV.

XYZ file:
```
170
C37H108F3N9O12S, DFT ωB97M-V with the def2-TZVPD basis set
C 4.081 13.252 13.715
C 4.820 14.307 12.892
C 3.960 15.492 12.288
O 4.782 16.286 11.520
C 4.244 17.502 10.976
N 6.049 14.844 13.644
H 5.812 15.386 14.463
H 6.682 14.166 14.045
H 6.620 15.427 13.048
H 3.183 13.001 13.151
H 3.811 13.607 14.710
H 4.791 12.446 13.899
H 5.192 13.859 11.971
H 3.422 15.949 13.119
H 3.189 15.009 11.687
H 3.744 17.992 11.811
H 3.509 17.292 10.198
H 5.013 18.143 10.545
C 0.711 23.491 13.840
C 0.204 23.057 12.431
C -0.617 21.718 12.540
O -0.906 21.306 11.194
C -1.471 19.996 10.979
N -0.672 24.244 12.008
H -0.977 24.168 11.048
H -1.513 24.099 12.549
H -0.274 25.162 12.145
H 1.222 24.453 13.808
H 1.330 22.702 14.269
H -0.071 23.551 14.596
H 1.010 22.929 11.708
H -1.520 21.926 13.113
H -0.079 20.946 13.090
H -1.615 19.770 9.922
H -2.482 20.200 11.333
H -1.094 19.168 11.579
C 4.242 18.876 -3.934
C 5.497 19.563 -3.511
C 6.090 18.964 -2.219
O 7.277 19.673 -1.785
C 7.852 18.902 -0.635
N 6.459 19.616 -4.733
H 6.125 20.264 -5.432
H 7.397 19.922 -4.519
H 6.522 18.809 -5.337
H 3.394 18.865 -3.250
H 4.409 17.881 -4.346
H 3.659 19.490 -4.620
H 5.172 20.601 -3.441
H 6.351 17.933 -2.457
H 5.355 18.894 -1.417
H 7.100 18.959 0.152
H 8.695 19.461 -0.227
H 8.084 17.862 -0.861
C 6.051 12.754 5.106
C 5.847 12.098 3.703
C 7.073 12.118 2.825
O 6.939 11.423 1.546
C 8.140 11.170 0.832
N 5.416 10.630 3.882
H 6.160 9.964 4.032
H 4.810 10.568 4.687
H 4.974 10.322 3.028
H 5.170 12.886 5.734
H 6.308 13.796 4.918
H 6.740 12.123 5.669
H 5.007 12.506 3.140
H 7.963 11.762 3.344
H 7.214 13.189 2.676
H 8.863 10.523 1.329
H 8.571 12.145 0.605
H 7.885 10.654 -0.093
C 3.123 9.704 -3.274
C 3.915 8.414 -3.535
C 3.173 7.131 -3.833
O 4.104 6.156 -4.264
C 3.486 4.950 -4.687
N 4.876 8.676 -4.710
H 5.597 7.980 -4.836
H 4.404 8.859 -5.584
H 5.421 9.508 -4.532
H 2.599 10.142 -4.123
H 3.688 10.527 -2.836
H 2.375 9.531 -2.500
H 4.539 8.211 -2.664
H 2.508 7.406 -4.652
H 2.579 6.819 -2.973
H 2.833 5.095 -5.548
H 2.893 4.549 -3.865
H 4.231 4.195 -4.937
C -2.369 23.369 -4.476
C -3.618 22.596 -4.316
C -3.909 22.124 -2.864
O -5.222 21.536 -2.779
C -5.417 20.897 -1.510
N -4.783 23.441 -4.772
H -5.186 23.975 -4.015
H -4.565 24.173 -5.433
H -5.503 22.894 -5.220
H -1.522 22.840 -4.039
H -2.332 24.345 -3.994
H -2.161 23.479 -5.541
H -3.664 21.792 -5.051
H -3.787 22.923 -2.132
H -3.216 21.335 -2.572
H -5.588 21.599 -0.694
H -4.511 20.342 -1.264
H -6.300 20.258 -1.533
C -3.178 16.312 -9.644
C -3.354 15.668 -8.251
C -2.350 16.245 -7.197
O -2.758 16.321 -5.793
C -3.298 15.193 -5.232
N -4.814 15.894 -7.823
H -5.064 16.873 -7.791
H -5.339 15.430 -8.551
H -5.240 15.546 -6.976
H -2.331 15.925 -10.211
H -3.106 17.396 -9.565
H -4.084 16.113 -10.217
H -3.281 14.584 -8.346
H -1.982 17.202 -7.568
H -1.386 15.743 -7.277
H -2.864 14.234 -5.515
H -4.371 15.024 -5.318
H -3.181 15.129 -4.150
C -4.671 11.055 9.198
C -4.652 11.303 7.648
C -5.842 12.194 7.082
O -5.732 13.456 7.599
C -6.592 14.405 7.089
N -3.312 11.931 7.191
H -3.029 11.738 6.241
H -3.125 12.891 7.441
H -2.560 11.458 7.671
H -3.688 10.947 9.656
H -5.193 10.158 9.530
H -5.181 11.831 9.769
H -4.638 10.309 7.200
H -6.773 11.741 7.423
H -5.884 12.172 5.993
H -6.236 15.355 7.487
H -7.620 14.284 7.430
H -6.625 14.519 6.006
C 3.586 23.580 2.710
C 2.564 24.630 3.132
C 1.651 25.134 1.882
O 0.778 26.154 2.348
C 0.205 26.884 1.332
N 1.718 24.036 4.269
H 0.996 24.708 4.487
H 1.249 23.168 4.051
H 2.322 23.939 5.073
H 3.369 22.854 1.927
H 3.938 22.916 3.499
H 4.498 24.031 2.319
H 3.140 25.465 3.532
H 1.103 24.301 1.443
H 2.318 25.516 1.109
H 1.013 27.500 0.938
H -0.569 27.560 1.695
H -0.282 26.220 0.617
C 0.475 16.786 1.697
F 1.241 15.975 1.029
F 0.312 17.939 1.079
F -0.697 16.216 1.891
S 1.268 17.175 3.429
O 0.967 16.058 4.282
O 2.676 17.329 3.101
O 0.633 18.459 3.790
```

***

charge of number 2 (C37H108F3N9O12S)?
+8

***

What is the charge in the first record?
+7